1.
45
Properties=species:S:1:pos:R:3:forces:R:3 method="wB97M-V/def2-TZVPD" total_charge=+1 largest_force_ev_per_a=2.447 spin_multiplicity=1 energy_ha=-3972.91208 e_above_lowest_kcal_mol=0.0 gap_ev=8.8
Sc -0.914 -1.028 1.077 -0.158 -1.635 0.564
N -2.996 -1.962 0.346 -0.513 0.166 0.476
C -3.691 -3.086 1.076 -1.663 1.031 -0.363
C -3.611 -2.859 2.596 0.074 0.733 0.509
C -2.279 -2.123 2.705 -0.381 0.957 -0.536
O -1.220 -2.739 2.409 -0.364 0.132 0.512
O -2.275 -0.812 2.617 -0.136 -1.619 0.668
H -3.460 -1.065 0.551 -0.230 -0.621 -0.279
H -3.138 -2.171 -0.620 0.071 0.203 -0.887
H -3.330 -4.010 0.652 0.548 -0.316 0.437
H -4.789 -3.065 0.852 0.900 -0.022 -0.141
H -3.642 -3.791 3.174 0.078 0.262 -0.245
H -4.471 -2.194 2.883 1.034 -0.616 -0.021
S -1.929 2.418 0.504 0.695 -0.959 0.074
C -0.783 3.360 -0.430 -0.569 -0.811 -0.465
C -0.520 4.653 -0.144 0.625 1.352 -0.655
C 0.349 5.405 -0.964 0.086 -0.493 0.518
C 0.784 6.705 -0.488 -0.054 -0.556 -0.468
N 1.179 7.691 -0.055 -0.092 0.064 -0.020
C 0.889 4.770 -2.079 0.329 -0.568 -0.937
C 0.548 3.431 -2.432 0.022 0.185 0.210
C -0.262 2.713 -1.568 0.120 0.339 0.183
S -0.726 1.013 -1.668 -0.350 0.284 0.244
C 1.940 5.356 -2.889 0.513 0.339 0.172
N 2.886 5.731 -3.437 -0.853 -0.229 0.244
H -0.986 5.143 0.676 -0.177 0.248 0.717
H 0.947 2.990 -3.361 -0.129 0.314 0.694
Cl 1.560 -1.422 2.753 -0.258 0.431 -0.269
C 1.739 -3.163 2.484 1.186 -0.100 0.527
Cl 2.833 -3.497 1.132 0.146 -0.127 0.121
H 0.776 -3.562 2.242 -0.319 -0.296 0.178
H 2.227 -3.547 3.399 -0.594 -0.005 -0.616
O 0.047 0.581 0.771 0.257 1.460 -0.097
N -1.142 0.897 0.056 0.192 0.379 -0.979
C 3.509 -0.538 -1.108 -0.125 -0.881 2.066
N 2.093 -0.846 -0.868 0.026 -0.417 -1.405
C 1.593 -2.000 -1.337 -1.508 1.318 1.405
N 2.233 -2.809 -2.160 -0.103 -1.310 -0.409
S -0.003 -2.516 -0.811 0.393 0.107 -0.458
H 3.732 0.334 -0.489 0.237 -0.133 -0.306
H 3.848 -0.402 -2.120 -0.341 0.177 -0.556
H 4.010 -1.426 -0.656 0.331 0.819 -0.391
H 1.477 -0.146 -0.396 0.544 -1.043 -0.454
H 3.176 -2.688 -2.487 0.065 0.309 0.072
H 1.790 -3.720 -2.388 0.448 1.150 0.365

2.
36
Properties=species:S:1:pos:R:3:forces:R:3 method="wB97M-V/def2-TZVPD" largest_force_ev_per_a=0.648 spin_multiplicity=1 energy_ha=-1318.04713 e_above_lowest_kcal_mol=2.1 gap_ev=9.0
O -1.767 2.015 0.157 -0.085 0.345 -0.255
C -1.891 0.980 0.775 -0.249 -0.532 0.127
C -3.096 0.048 0.581 -0.122 0.289 -0.161
O -2.777 -1.313 0.769 -0.033 -0.181 0.126
C -1.935 -1.908 -0.128 0.201 -0.227 -0.152
C -1.393 -1.285 -1.247 -0.287 0.089 0.202
C -0.533 -1.982 -2.079 0.078 -0.257 0.008
C -0.210 -3.298 -1.797 -0.096 0.178 0.044
Cl 0.877 -4.157 -2.831 0.121 -0.102 -0.118
C -0.751 -3.932 -0.687 0.026 0.086 -0.067
C -1.607 -3.238 0.141 -0.123 0.250 0.044
N -1.024 0.528 1.697 0.099 -0.246 0.276
C 0.213 1.189 2.042 0.310 0.099 0.061
C 1.431 0.380 1.588 -0.206 0.155 -0.217
C 1.604 0.394 0.063 -0.055 -0.438 0.474
N 2.061 1.671 -0.410 0.098 0.238 -0.206
C 1.292 2.725 -0.822 -0.176 0.292 -0.175
C 2.163 3.734 -1.111 -0.244 -0.064 0.015
N 3.441 3.327 -0.885 0.585 0.171 -0.001
C 3.347 2.098 -0.466 0.122 -0.079 0.025
H -3.841 0.280 1.349 0.083 0.001 -0.133
H -3.544 0.235 -0.401 0.140 0.013 0.104
H -1.632 -0.262 -1.490 -0.033 0.135 -0.014
H -0.113 -1.496 -2.946 0.053 0.029 -0.087
H -0.501 -4.959 -0.476 0.036 -0.098 0.005
H -2.043 -3.711 1.007 -0.047 -0.068 0.108
H -1.218 -0.360 2.136 -0.084 0.060 -0.133
H 0.203 2.168 1.559 0.016 -0.046 0.153
H 0.249 1.331 3.127 -0.002 0.078 -0.114
H 2.326 0.799 2.051 0.046 -0.066 0.021
H 1.325 -0.654 1.922 0.041 -0.040 0.058
H 2.336 -0.366 -0.227 -0.135 0.069 -0.053
H 0.653 0.155 -0.420 0.171 -0.004 -0.009
H 0.223 2.669 -0.872 -0.241 -0.072 0.037
H 1.955 4.722 -1.468 -0.148 0.178 -0.077
H 4.178 1.474 -0.202 0.142 -0.236 0.082

3.
39
Properties=species:S:1:pos:R:3:forces:R:3 method="wB97M-V/def2-TZVPD" largest_force_ev_per_a=1.602 spin_multiplicity=1 energy_ha=-2189.63641 e_above_lowest_kcal_mol=13.5 gap_ev=9.7
C 4.597 0.658 0.876 -0.029 -0.023 -0.015
C 3.344 -0.043 0.454 -0.100 -0.059 -0.037
C 2.149 0.661 0.357 -0.060 -0.108 -0.044
C 0.977 0.035 -0.028 -0.048 0.123 0.080
C 1.016 -1.315 -0.317 -0.510 -0.200 -0.250
S -0.490 -2.141 -0.818 0.150 -0.050 -0.186
O -0.224 -3.541 -1.023 0.314 -0.072 -0.199
O -1.543 -1.804 0.107 0.181 0.129 0.092
C -0.912 -1.406 -2.456 0.187 -0.158 0.668
C -2.407 -1.147 -2.500 0.005 -0.177 -0.040
C -2.777 -0.171 -1.442 -0.924 0.309 0.215
N -2.073 0.855 -1.131 0.601 -0.758 -1.277
N -2.561 1.585 -0.135 -0.441 0.904 1.122
C -3.672 1.129 0.337 -0.045 -0.878 -0.775
N -4.397 1.670 1.357 -0.679 -0.327 0.209
C -4.113 2.759 2.162 0.088 0.094 -0.001
O -4.891 3.079 3.020 -0.048 0.023 0.065
C -2.803 3.446 1.861 0.106 0.428 0.302
Cl -2.559 4.810 2.968 0.066 0.003 -0.037
S -4.233 -0.325 -0.482 0.557 0.655 0.051
C 2.189 -2.036 -0.231 0.038 -0.111 -0.037
C 3.367 -1.412 0.156 -0.200 0.054 -0.013
C 4.637 -2.197 0.252 -0.022 0.035 0.011
H 4.998 0.208 1.784 0.098 0.008 0.069
H 4.405 1.711 1.067 0.033 0.065 0.021
H 5.360 0.577 0.104 0.114 0.027 -0.014
H 2.136 1.716 0.588 0.002 0.111 0.028
H 0.047 0.576 -0.105 -0.075 0.134 0.004
H -0.351 -0.480 -2.544 0.043 0.049 -0.061
H -0.597 -2.127 -3.203 0.107 -0.048 0.000
H -2.948 -2.080 -2.332 -0.038 0.034 -0.121
H -2.693 -0.750 -3.480 0.055 -0.122 0.065
H -5.265 1.201 1.589 0.164 0.217 0.072
H -2.797 3.822 0.837 0.060 -0.121 0.145
H -1.975 2.747 1.981 -0.107 0.102 -0.108
H 2.161 -3.089 -0.464 0.092 -0.148 -0.027
H 4.466 -3.236 -0.014 0.047 -0.076 -0.008
H 5.394 -1.786 -0.415 0.114 -0.025 -0.025
H 5.035 -2.158 1.265 0.102 -0.044 0.058

4.
42
Properties=species:S:1:pos:R:3:forces:R:3 method="wB97M-V/def2-TZVPD" s2=0.76 total_charge=-1 largest_force_ev_per_a=0.463 spin_multiplicity=2 energy_ha=-4928.46339 gap_ev="6.1 / 6.5"
Cu 1.144 -0.797 -1.867 0.286 0.068 -0.192
C -0.555 3.460 -1.571 -0.042 0.067 0.088
C -1.314 3.048 -0.308 -0.014 0.018 -0.058
S -0.559 1.752 0.699 -0.038 -0.002 -0.019
C 1.011 2.544 1.118 0.043 -0.046 0.008
C 2.213 1.632 0.927 0.077 0.050 0.048
S 2.552 0.959 -0.717 -0.045 -0.236 0.087
C 2.584 2.417 -1.788 -0.017 0.045 -0.076
C 1.616 2.392 -2.973 0.045 0.003 -0.028
S -0.126 2.066 -2.639 -0.029 -0.079 -0.008
H 0.358 3.998 -1.314 0.010 0.001 0.011
H -1.179 4.157 -2.134 -0.004 0.036 0.031
H -2.291 2.643 -0.580 0.016 -0.020 0.001
H -1.495 3.932 0.309 -0.027 0.023 -0.024
H 0.988 2.863 2.163 0.021 -0.009 0.007
H 1.113 3.448 0.519 -0.004 0.024 -0.003
H 2.109 0.724 1.523 -0.026 -0.004 0.009
H 3.112 2.157 1.261 -0.008 -0.002 0.012
H 3.594 2.493 -2.193 0.001 0.038 -0.008
H 2.427 3.295 -1.158 -0.025 -0.003 -0.025
H 1.901 1.591 -3.658 0.005 0.007 0.024
H 1.714 3.336 -3.516 0.004 0.005 -0.023
S 2.162 -1.405 -6.186 -0.042 0.110 0.212
C 1.783 -1.198 -4.593 0.028 -0.224 -0.072
S 2.940 -1.004 -3.301 -0.218 0.119 -0.033
S 0.187 -1.188 -3.926 0.114 0.024 -0.028
O 1.272 -1.356 1.169 0.022 0.047 -0.019
C 0.208 -1.679 0.632 0.058 -0.101 0.038
O -0.139 -1.482 -0.573 -0.159 -0.067 0.062
C -0.822 -2.421 1.472 -0.023 0.095 0.008
C -0.492 -2.830 2.759 -0.016 0.006 0.047
C -1.417 -3.500 3.544 0.151 0.038 0.041
C -2.669 -3.740 3.014 -0.336 -0.193 0.253
C -3.030 -3.346 1.741 -0.002 0.062 -0.165
C -2.090 -2.684 0.967 -0.062 -0.033 -0.010
N -3.674 -4.452 3.847 0.323 0.100 -0.312
O -4.773 -4.647 3.366 -0.048 0.011 0.059
O -3.336 -4.815 4.957 -0.034 0.010 0.078
H 0.500 -2.606 3.128 -0.007 -0.006 -0.010
H -1.185 -3.832 4.546 -0.001 0.013 -0.026
H -4.023 -3.559 1.374 0.014 0.006 0.001
H -2.321 -2.365 -0.040 0.010 0.001 0.014

5.
38
Properties=species:S:1:pos:R:3:forces:R:3 method="wB97M-V/def2-TZVPD" total_charge=+2 largest_force_ev_per_a=12.115 spin_multiplicity=1 energy_ha=-1180.87565 gap_ev=2.7
C 1.542 3.834 0.140 -0.664 -0.493 -1.299
C 1.302 3.366 -1.448 1.081 1.021 0.565
C 1.214 1.726 -1.420 -3.054 0.372 0.444
O 0.280 1.150 -2.420 -0.442 -0.630 4.937
C -0.652 0.336 -1.624 -0.093 -2.622 1.054
C -0.307 -1.006 -1.003 -0.090 2.536 -0.732
C 1.178 -1.671 -1.206 -0.880 0.115 -0.824
C 1.294 -3.254 -0.795 0.624 0.489 -0.172
C 1.573 -3.391 0.817 1.167 2.127 3.905
N 1.306 -4.759 1.454 1.202 2.815 -0.570
O 2.043 -2.434 1.625 -2.451 -4.816 -5.427
C -1.536 -1.696 -0.103 -1.809 -4.355 -0.205
O -1.847 -2.996 -0.136 2.447 8.705 0.320
C -2.398 -0.600 0.821 -0.913 3.044 -0.543
C -2.868 -0.905 2.369 -0.004 0.040 -0.837
C -2.750 0.726 0.195 2.369 -3.256 -0.067
O -3.517 1.798 0.848 4.584 1.084 -0.108
C -2.576 2.857 1.295 3.522 4.335 4.715
N -1.845 3.741 1.943 -6.536 -8.091 -6.212
C -2.182 0.957 -1.361 -4.325 2.672 -4.093
O -2.920 1.551 -2.304 5.444 -3.853 6.404
H 0.496 3.874 0.682 2.197 -0.024 -0.909
H 2.175 4.815 0.235 -1.258 -1.999 -0.191
H 2.136 2.943 0.636 -0.550 1.343 -0.126
H 2.252 3.665 -2.080 -2.156 -0.464 1.053
H 0.323 3.895 -1.851 2.042 -1.563 0.618
H 2.291 1.229 -1.540 -1.047 0.580 -1.241
H 0.876 1.435 -0.313 0.403 0.457 -2.398
H 1.962 -1.019 -0.593 -1.461 -1.190 -0.803
H 1.483 -1.518 -2.348 -0.775 -0.368 2.376
H 2.235 -3.684 -1.390 -1.898 0.860 1.600
H 0.373 -3.890 -1.182 1.840 1.410 1.246
H 2.095 -4.857 2.162 -1.641 0.160 -0.785
H 0.379 -4.697 1.935 1.041 -0.237 -0.464
H -3.870 -0.326 2.578 2.090 -1.071 -0.490
H -3.071 -2.051 2.508 0.619 2.279 -0.274
H -2.021 -0.496 3.101 -1.797 -1.014 -1.632
Hg 3.550 1.346 -0.226 1.173 -0.396 1.165

6.
31
Properties=species:S:1:pos:R:3:forces:R:3 method="wB97M-V/def2-TZVPD" s2=0.76 total_charge=-1 largest_force_ev_per_a=2.724 spin_multiplicity=2 energy_ha=-618.22484 e_above_lowest_kcal_mol=26.7 gap_ev="2.2 / 6.6"
C 2.579 0.695 -0.240 1.205 -1.284 0.126
C 2.333 -0.236 2.068 -0.776 0.175 -1.298
C 2.245 -0.464 0.692 0.049 1.197 0.827
C 1.923 -1.255 2.957 0.009 -0.483 0.149
C 1.435 -2.424 2.384 1.135 -0.273 -0.031
C 1.895 -1.720 0.140 0.619 1.632 -0.930
C 1.390 -2.685 1.017 -0.525 -1.157 2.151
O 1.273 -3.509 3.277 -1.567 0.021 0.102
H 2.587 0.732 2.483 0.121 0.232 -0.260
H 2.061 -1.159 4.024 -0.079 -0.153 0.127
H 3.328 0.259 -0.922 -0.136 0.348 -0.335
H 3.115 1.466 0.312 -0.260 0.316 -0.009
H 2.290 -1.888 -0.859 -0.500 -0.361 -0.141
H 0.317 -3.508 3.469 0.657 -0.288 0.028
H 1.087 -3.710 0.825 0.166 0.100 -0.628
H 1.761 1.081 -0.843 -0.207 0.043 0.122
C -1.695 1.190 0.504 -0.586 1.882 0.616
C -2.746 2.147 -3.443 -0.062 -0.441 -2.034
C -1.533 2.671 -2.979 -2.137 0.360 -0.316
C -3.386 1.049 -2.884 1.407 0.617 2.249
C -1.169 2.394 -1.685 0.571 0.526 0.406
C -2.935 0.777 -1.576 -0.408 -0.367 -0.569
C -1.908 1.479 -0.943 -0.083 -1.050 -0.472
H -3.158 2.592 -4.347 0.237 -0.304 -0.225
H -1.110 3.428 -3.632 0.405 0.030 0.490
H -4.142 0.398 -3.295 -0.290 0.539 -0.346
H -0.390 3.020 -1.251 0.139 -0.598 0.183
H -3.451 0.009 -1.009 0.144 -0.093 0.026
H -2.448 1.861 0.970 0.224 -0.413 0.288
H -0.749 1.574 0.884 0.222 -0.508 -0.078
H -1.927 0.188 0.842 0.310 -0.247 -0.218